[1]
{
  "formula": "C20H29B2Cl2F4N10O5SSeZr",
  "method": "ωB97M-V/def2-TZVPD",
  "orbital_gap_ev": 7.10,
  "homo_ev": -10.999,
  "multiplicity": 1,
  "lumo_energy_ha": -0.143,
  "e_tot_ev": -161083.13406,
  "charge": 1,
  "species": ["Zr", "C", "C", "N", "O", "B", "F", "F", "O", "N", "C", "C", "C", "N", "O", "B", "F", "F", "O", "N", "C", "C", "C", "H", "H", "H", "H", "H", "H", "H", "H", "H", "H", "H", "H", "N", "N", "C", "N", "S", "H", "H", "H", "H", "H", "Cl", "C", "C", "C", "C", "C", "Cl", "C", "N", "H", "H", "H", "C", "N", "C", "C", "C", "O", "H", "H", "H", "H", "H", "H", "H", "H", "H", "Se", "C", "N"],
  "coordinates": [[-0.68638, 0.09559, -0.11829], [3.34527, -2.10163, -0.72929], [2.03173, -1.59760, -0.25397], [1.56863, -0.44333, -0.57406], [2.33291, 0.25699, -1.44416], [2.53745, 1.71706, -1.11444], [3.14803, 2.25096, -2.21268], [3.23173, 1.82117, 0.07546], [1.21642, 2.44148, -0.96997], [0.54567, 1.96355, 0.10889], [0.41581, 2.70113, 1.14410], [0.92169, 4.09100, 1.25935], [-0.20101, 1.98598, 2.29428], [-0.36229, 0.72157, 2.11059], [-0.82954, 0.02111, 3.15827], [-0.31256, -1.40180, 3.20661], [1.07001, -1.33606, 3.30340], [-0.94490, -1.99833, 4.25611], [-0.71875, -2.15946, 1.96984], [0.01970, -1.82173, 0.86542], [1.19733, -2.30833, 0.75782], [1.80825, -3.36142, 1.60335], [-0.45999, 2.67399, 3.58645], [4.05851, -1.27941, -0.75721], [3.71938, -2.90304, -0.09977], [3.24500, -2.47009, -1.75292], [1.61865, 4.30052, 0.45462], [0.08289, 4.78901, 1.19360], [1.40612, 4.24212, 2.22289], [1.08592, -3.75623, 2.30975], [2.17866, -4.16197, 0.95949], [2.65103, -2.94424, 2.15479], [-0.92874, 3.64282, 3.41436], [-1.08340, 2.06051, 4.22724], [0.48907, 2.85246, 4.09842], [0.31084, 0.86605, -3.17477], [-0.46720, 0.67045, -4.31252], [-1.58118, -0.02773, -4.30187], [-2.35090, -0.00170, -5.39692], [-2.30607, -0.92812, -2.99398], [0.35161, 1.85603, -2.94921], [1.24836, 0.50913, -3.31973], [-0.20048, 1.12103, -5.18128], [-2.35155, 0.80570, -6.00126], [-3.14689, -0.61627, -5.44870], [-3.00529, -3.19242, -0.26488], [-1.54035, -3.64211, -1.07392], [-1.11546, -4.95302, -0.94945], [0.02530, -5.36493, -1.61577], [0.70685, -4.47565, -2.42799], [0.26216, -3.16692, -2.53244], [1.11714, -2.12364, -3.62229], [-0.84507, -2.68688, -1.82350], [-1.21547, -1.30703, -1.80381], [-1.68394, -5.64029, -0.33913], [0.36631, -6.38697, -1.52443], [1.57247, -4.78735, -2.99594], [-5.83799, -1.44748, 1.49267], [-4.44216, -1.03021, 1.60880], [-3.74590, -1.43853, 2.83015], [-3.83578, -0.35601, 0.65996], [-4.61334, 0.11324, -0.52877], [-2.59495, -0.08259, 0.75778], [-5.96640, -2.35010, 2.08453], [-6.09518, -1.67511, 0.46212], [-6.50908, -0.67810, 1.87637], [-4.43660, -1.33033, 3.66438], [-2.87999, -0.81058, 2.98790], [-3.42324, -2.47642, 2.75260], [-5.58569, 0.50640, -0.23889], [-4.77138, -0.72547, -1.21030], [-4.04482, 0.87828, -1.04748], [-2.73771, 3.56213, -3.20876], [-2.11003, 2.37556, -2.08912], [-1.72617, 1.54664, -1.34884]],
  "forces_ev_per_a": [[-0.42, 0.07, -0.87], [0.00, 0.00, 0.00], [0.02, 0.01, 0.05], [0.10, -0.11, -0.05], [-0.03, -0.04, -0.04], [0.12, 0.05, 0.02], [-0.04, -0.01, 0.01], [-0.03, -0.01, -0.01], [-0.03, 0.04, -0.02], [-0.19, 0.22, 0.03], [0.24, -0.09, -0.10], [0.01, -0.02, 0.02], [0.03, -0.22, 0.21], [0.05, 0.18, 0.13], [-0.13, 0.01, -0.04], [0.04, 0.09, 0.07], [-0.02, -0.02, -0.01], [-0.03, 0.01, -0.02], [-0.04, -0.26, -0.10], [0.03, 0.06, 0.60], [0.28, 0.16, -0.17], [-0.18, -0.16, -0.05], [0.00, 0.07, -0.04], [0.00, 0.00, 0.01], [-0.01, -0.01, -0.01], [0.00, 0.01, -0.01], [0.00, 0.01, 0.00], [-0.01, -0.01, 0.01], [0.01, 0.00, -0.01], [0.00, 0.00, 0.00], [0.00, -0.01, 0.01], [0.00, 0.00, 0.00], [0.01, 0.00, 0.00], [-0.01, 0.00, 0.00], [0.00, -0.01, 0.01], [0.02, 0.08, 0.00], [-0.02, -0.04, 0.03], [-0.01, -0.01, 0.03], [0.01, -0.03, 0.01], [0.09, -0.02, -0.08], [0.02, 0.00, -0.04], [-0.02, 0.00, 0.01], [-0.01, 0.02, 0.02], [0.01, 0.00, 0.00], [-0.01, 0.02, -0.01], [-0.02, 0.00, -0.03], [0.00, -0.01, 0.00], [-0.01, -0.01, 0.01], [0.01, -0.02, 0.00], [0.00, 0.01, 0.00], [-0.07, 0.03, 0.03], [0.01, -0.02, -0.02], [0.08, 0.04, -0.06], [0.14, -0.23, 0.24], [-0.01, 0.01, 0.00], [0.00, 0.00, 0.00], [0.00, 0.00, 0.00], [-0.02, 0.00, -0.01], [0.05, 0.04, -0.02], [-0.01, -0.01, 0.02], [0.00, 0.04, 0.08], [0.01, 0.02, -0.02], [0.10, -0.11, 0.01], [0.00, 0.00, 0.00], [0.00, 0.00, 0.01], [0.00, 0.00, 0.00], [0.00, -0.01, 0.00], [0.01, 0.02, 0.01], [0.01, 0.00, -0.01], [0.00, 0.00, 0.00], [-0.01, 0.00, -0.01], [-0.01, -0.02, 0.01], [0.06, -0.03, -0.11], [-0.20, -0.01, 0.13], [0.02, 0.22, 0.15]]
}

[2]
{
  "formula": "C20H29MgN8S2Te",
  "method": "ωB97M-V/def2-TZVPD",
  "orbital_gap_ev": 6.18,
  "homo_ev": -9.539,
  "multiplicity": 1,
  "lumo_energy_ha": -0.123,
  "e_tot_ev": -67537.98770,
  "charge": 1,
  "species": ["Mg", "C", "C", "N", "C", "S", "N", "N", "C", "C", "C", "C", "C", "C", "C", "N", "H", "H", "H", "H", "H", "H", "H", "H", "H", "H", "H", "H", "H", "C", "C", "N", "N", "C", "N", "S", "C", "C", "C", "C", "C", "N", "H", "H", "H", "H", "H", "H", "H", "H", "H", "H", "C", "Te", "C", "H", "H", "H", "H", "H", "H"],
  "coordinates": [[0.62404, 0.48324, 0.25117], [-4.57507, -1.21618, -2.65280], [-3.36707, -2.09800, -2.34732], [-2.12066, -1.43239, -2.69292], [-1.37711, -0.68284, -1.85501], [-1.45167, -0.96777, -0.15790], [-0.64073, 0.24239, -2.46187], [0.23683, 0.90058, -1.70089], [0.80202, 1.96623, -2.17770], [0.49110, 2.49676, -3.54220], [1.75987, 2.62835, -1.28689], [2.54585, 3.70924, -1.68785], [3.42477, 4.28000, -0.78580], [3.51075, 3.76443, 0.50112], [2.70341, 2.69036, 0.82375], [1.85245, 2.13948, -0.03619], [-5.49880, -1.75514, -2.44231], [-4.57820, -0.92400, -3.70395], [-4.55126, -0.31349, -2.04125], [-3.42923, -3.02839, -2.91375], [-3.33650, -2.33643, -1.28721], [-2.02788, -1.15945, -3.66193], [-0.49608, 2.14612, -3.83065], [1.20708, 2.11516, -4.27396], [0.51305, 3.58513, -3.56729], [2.47870, 4.08763, -2.69716], [4.04212, 5.11852, -1.07841], [4.19324, 4.17945, 1.22805], [2.74013, 2.23906, 1.80932], [-0.70499, -0.58219, 4.29229], [-0.28506, 0.09556, 3.02333], [0.69428, -0.27433, 2.28417], [1.47832, -1.31622, 2.60588], [2.51951, -1.69262, 1.80693], [3.26793, -2.69431, 2.28290], [2.92917, -0.88788, 0.40270], [-1.02054, 1.28262, 2.54206], [-2.01200, 1.90669, 3.29068], [-2.67909, 2.99445, 2.75024], [-2.34134, 3.43158, 1.48026], [-1.32911, 2.76577, 0.80838], [-0.68506, 1.72764, 1.32302], [-0.39631, -1.62581, 4.32340], [-1.78758, -0.57086, 4.38901], [-0.27777, -0.07206, 5.15868], [1.29243, -1.85311, 3.43957], [3.03036, -3.21198, 3.11247], [4.01617, -3.04204, 1.70881], [-2.26223, 1.55852, 4.28188], [-3.45558, 3.49156, 3.31535], [-2.85036, 4.26660, 1.02176], [-1.02581, 3.06951, -0.18712], [2.46602, -4.60794, -0.84547], [0.83401, -3.22589, -0.54382], [-0.64134, -4.64472, -1.18951], [2.35386, -5.07789, -1.81987], [2.48013, -5.37961, -0.07800], [3.40578, -4.05803, -0.83210], [-0.48578, -5.59541, -0.68498], [-0.58294, -4.78599, -2.26581], [-1.62025, -4.24965, -0.92728]],
  "forces_ev_per_a": [[0.09, -0.83, 0.24], [0.12, -0.09, 0.05], [-0.10, 0.09, -0.02], [-0.07, 0.07, -0.05], [0.03, 0.11, 0.11], [-0.08, 0.06, 0.17], [-0.08, -0.06, -0.75], [0.01, 0.40, -0.20], [-0.43, -0.37, -0.41], [0.04, -0.03, 0.13], [0.35, 0.27, 0.22], [-0.09, -0.07, -0.07], [-0.01, -0.07, 0.16], [0.01, 0.06, -0.09], [0.06, 0.04, 0.03], [0.38, 0.43, -0.20], [-0.02, 0.02, -0.02], [-0.06, 0.01, 0.00], [0.00, 0.01, -0.01], [0.05, -0.03, 0.05], [0.04, -0.11, -0.02], [0.08, 0.06, 0.02], [0.02, 0.01, -0.05], [-0.01, 0.03, -0.03], [0.04, 0.00, 0.00], [-0.02, -0.02, 0.00], [0.00, -0.01, -0.04], [-0.02, -0.01, 0.03], [0.01, 0.01, -0.01], [0.10, 0.03, -0.05], [0.23, -0.41, 0.29], [-0.17, 0.30, -0.04], [0.19, -0.46, 0.37], [0.33, 0.36, 0.09], [-0.13, 0.00, 0.07], [0.00, 0.11, 0.02], [-0.39, 0.45, -0.11], [0.17, -0.20, 0.03], [0.02, 0.09, -0.15], [-0.06, -0.05, 0.18], [0.01, 0.08, -0.04], [-0.35, 0.22, 0.42], [-0.05, 0.00, 0.00], [-0.01, 0.00, 0.00], [-0.02, 0.00, 0.01], [-0.12, 0.03, 0.02], [-0.04, -0.02, -0.02], [0.00, 0.01, -0.04], [0.00, -0.02, 0.00], [0.00, 0.00, 0.00], [0.03, 0.01, -0.03], [0.00, -0.01, 0.00], [-0.13, -0.02, -0.01], [0.01, -0.78, -0.37], [0.08, 0.02, 0.06], [0.02, 0.03, -0.02], [-0.04, 0.04, 0.02], [-0.03, 0.07, 0.00], [-0.01, 0.02, 0.04], [0.04, 0.05, 0.00], [0.02, 0.04, 0.02]]
}

[3]
{
  "formula": "C20H29N3O3",
  "method": "ωB97M-V/def2-TZVPD",
  "orbital_gap_ev": 9.19,
  "homo_ev": -8.496,
  "multiplicity": 1,
  "lumo_energy_ha": 0.025,
  "smiles": "Cc1ccc(CN2C(=O)CC[C@H]2C(=O)NCCCN2CCOCC2)cc1",
  "e_tot_ev": -31824.53973,
  "species": ["C", "C", "C", "C", "C", "C", "N", "C", "O", "C", "C", "C", "C", "O", "N", "C", "C", "C", "N", "C", "C", "O", "C", "C", "C", "C", "H", "H", "H", "H", "H", "H", "H", "H", "H", "H", "H", "H", "H", "H", "H", "H", "H", "H", "H", "H", "H", "H", "H", "H", "H", "H", "H", "H", "H"],
  "coordinates": [[-3.68042, 1.55020, -2.35165], [-2.19987, 1.49131, -2.57490], [-1.62463, 0.39672, -3.20925], [-0.26064, 0.33865, -3.42681], [0.56130, 1.37876, -3.01613], [2.05721, 1.30300, -3.17776], [2.70128, 0.87907, -1.95203], [3.35535, 1.72448, -1.12381], [3.46416, 2.91924, -1.28701], [3.89886, 0.90475, 0.03858], [3.73722, -0.54622, -0.41077], [2.63098, -0.48206, -1.48270], [1.27564, -0.86247, -0.86056], [0.85519, -1.99848, -0.91851], [0.66059, 0.13475, -0.20082], [-0.62213, -0.02889, 0.44421], [-0.55193, 0.38594, 1.91298], [-1.90836, 0.25850, 2.63944], [-2.18397, -0.98164, 3.32706], [-2.25132, -2.16872, 2.49560], [-2.85317, -3.30308, 3.32900], [-2.08390, -3.55693, 4.48131], [-1.97975, -2.39745, 5.27240], [-1.35375, -1.24283, 4.48688], [-0.00856, 2.47630, -2.38241], [-1.37313, 2.53126, -2.16657], [-4.07238, 0.56742, -2.09778], [-3.92848, 2.24804, -1.55519], [-4.18019, 1.88394, -3.26140], [-2.25167, -0.42210, -3.53037], [0.16724, -0.52490, -3.91486], [2.46524, 2.29081, -3.41024], [2.32340, 0.60035, -3.97388], [4.93163, 1.18082, 0.24382], [3.31065, 1.12913, 0.93059], [3.46593, -1.21709, 0.40243], [4.66235, -0.90918, -0.85893], [2.81338, -1.18676, -2.30123], [1.02584, 1.07247, -0.26690], [-0.88586, -1.08181, 0.33759], [-1.37166, 0.57732, -0.07672], [-0.22404, 1.42714, 1.96016], [0.19720, -0.21893, 2.42620], [-1.98082, 1.04712, 3.39373], [-2.71454, 0.41472, 1.91610], [-2.89357, -1.96650, 1.63665], [-1.25758, -2.48645, 2.13905], [-2.86939, -4.23435, 2.76070], [-3.87886, -3.03004, 3.61996], [-1.36016, -2.66548, 6.12997], [-2.97813, -2.09228, 5.62064], [-1.32048, -0.34869, 5.11257], [-0.32259, -1.52570, 4.21233], [0.62625, 3.28839, -2.05705], [-1.80228, 3.39217, -1.67351]],
  "forces_ev_per_a": [[-0.01, 0.02, -0.08], [0.01, -0.05, -0.01], [-0.07, 0.07, 0.08], [0.11, 0.16, -0.04], [-0.03, 0.03, -0.22], [-0.03, 0.20, -0.02], [0.00, -0.34, -0.26], [0.36, 0.04, 0.35], [0.01, 0.38, -0.01], [0.09, -0.01, 0.01], [0.02, -0.01, 0.06], [-0.14, -0.39, 0.00], [0.36, 0.30, -0.18], [-0.04, -0.47, -0.07], [-0.07, 0.26, 0.28], [-0.03, -0.08, 0.23], [-0.34, -0.13, -0.07], [0.23, 0.19, -0.04], [-0.04, -0.14, 0.06], [-0.17, -0.23, 0.28], [-0.04, 0.07, -0.41], [0.12, -0.13, 0.00], [0.20, 0.33, 0.15], [-0.20, -0.26, 0.14], [0.05, 0.00, -0.10], [0.00, -0.04, 0.01], [-0.08, -0.04, 0.04], [-0.07, 0.02, 0.05], [-0.11, 0.02, -0.01], [-0.08, -0.10, -0.02], [0.07, -0.12, -0.05], [-0.02, -0.16, -0.04], [0.00, 0.08, 0.04], [-0.05, 0.08, 0.00], [0.00, 0.05, -0.01], [0.02, -0.04, -0.05], [-0.05, -0.01, -0.01], [-0.09, 0.06, 0.12], [-0.02, -0.13, -0.14], [-0.05, 0.12, -0.01], [0.02, -0.10, 0.04], [0.07, 0.03, 0.04], [0.11, 0.03, 0.01], [-0.06, 0.03, -0.09], [-0.04, 0.11, 0.01], [0.01, -0.04, -0.07], [-0.03, 0.01, -0.07], [-0.05, 0.06, 0.00], [0.06, -0.03, -0.06], [-0.05, 0.06, -0.01], [0.09, 0.00, 0.00], [0.04, 0.00, 0.03], [-0.02, 0.05, 0.04], [0.10, 0.11, 0.04], [-0.06, 0.09, 0.05]]
}

[4]
{
  "formula": "C20H29N3O3",
  "method": "ωB97M-V/def2-TZVPD",
  "orbital_gap_ev": 9.49,
  "homo_ev": -9.045,
  "multiplicity": 1,
  "lumo_energy_ha": 0.016,
  "smiles": "N#C[C@@H](CCCCCN)[C@@H](C#N)OC(=O)c1ccccc1.CCOCC",
  "e_tot_ev": -31819.43789,
  "species": ["N", "C", "C", "C", "C", "C", "C", "C", "N", "C", "C", "N", "O", "C", "O", "C", "C", "C", "C", "C", "C", "H", "H", "H", "H", "H", "H", "H", "H", "H", "H", "H", "H", "H", "H", "H", "H", "H", "H", "H", "C", "C", "O", "C", "C", "H", "H", "H", "H", "H", "H", "H", "H", "H", "H"],
  "coordinates": [[2.93767, 1.21341, 0.90393], [2.37731, 2.21640, 0.91057], [1.68927, 3.60287, 1.00643], [2.01707, 4.61083, -0.16672], [1.67663, 4.09936, -1.62258], [2.73805, 3.08733, -2.24264], [4.24128, 3.59755, -2.16847], [5.10318, 2.91167, -1.03114], [5.23955, 1.45412, -1.19703], [0.15224, 3.33794, 1.25319], [-0.60228, 4.67423, 1.61577], [-1.17886, 5.60032, 1.97126], [-0.48575, 2.59837, 0.20883], [-1.36657, 1.62972, 0.69388], [-2.11058, 1.76702, 1.62777], [-1.39484, 0.27760, -0.11064], [-0.37065, -0.77017, -0.00133], [-0.50449, -2.03896, -0.77397], [-1.66092, -2.23663, -1.68342], [-2.69542, -1.16775, -1.84772], [-2.54674, 0.07173, -1.04003], [2.07709, 4.08318, 1.95920], [1.36816, 5.52567, 0.01224], [3.08979, 4.94138, -0.10667], [1.70868, 5.01667, -2.29421], [0.64786, 3.66779, -1.74344], [2.46618, 2.97613, -3.33867], [2.59562, 2.04995, -1.80453], [4.72142, 3.31357, -3.15490], [4.24358, 4.71980, -2.08609], [4.73899, 3.23441, -0.00657], [6.14897, 3.34538, -1.13079], [4.41910, 1.02829, -1.63119], [5.38692, 0.97089, -0.31077], [0.09062, 2.71855, 2.20264], [0.52077, -0.63130, 0.66973], [0.26219, -2.85658, -0.71011], [-1.80691, -3.17424, -2.27305], [-3.55520, -1.30277, -2.55933], [-3.32608, 0.87924, -1.12790], [-3.27236, -7.05615, 2.35062], [-2.27602, -5.91899, 2.21395], [-2.18812, -5.39498, 0.89650], [-3.38162, -4.84740, 0.35682], [-3.93756, -3.68675, 1.16230], [-3.02273, -7.86890, 1.66507], [-3.26624, -7.44495, 3.37169], [-4.29090, -6.73655, 2.12304], [-1.27916, -6.28965, 2.46278], [-2.49231, -5.11538, 2.92577], [-4.13269, -5.63479, 0.22738], [-3.13272, -4.49281, -0.64547], [-4.21493, -3.98805, 2.17437], [-4.82901, -3.28116, 0.67893], [-3.19235, -2.89203, 1.25030]],
  "forces_ev_per_a": [[-0.28, 0.02, 0.04], [-0.66, 1.95, 0.10], [0.27, -0.33, -0.07], [-0.86, -0.15, -0.39], [0.91, 0.26, -0.70], [-0.45, 0.07, -0.29], [-0.27, -1.14, -0.20], [0.63, 1.15, -0.16], [-0.36, 0.20, -0.13], [-0.40, 0.93, 1.75], [1.05, -2.10, -0.69], [0.11, 0.05, -0.11], [0.20, -0.56, 0.93], [-0.86, -1.87, -0.57], [1.14, 0.60, -0.57], [-0.38, -1.42, -2.08], [-1.40, -0.52, -1.27], [-2.05, 1.70, -0.55], [-0.17, 2.46, 1.13], [2.54, 0.39, 2.17], [1.16, -1.54, 0.02], [-0.50, -0.70, -0.97], [0.81, -1.02, 0.03], [-1.05, -0.43, -0.01], [-0.08, -0.96, 0.82], [0.92, 0.43, 0.47], [0.23, 0.13, 1.24], [0.33, 1.23, -0.35], [-0.38, 0.46, 1.11], [0.18, -1.08, 0.02], [0.16, -0.46, -0.99], [-1.15, -0.35, 0.22], [0.24, 0.29, 0.31], [-0.12, 0.34, -0.31], [-0.04, 0.82, -1.01], [-1.06, -0.13, -0.82], [-0.88, 1.09, 0.12], [0.43, 0.91, 0.69], [1.06, 0.21, 0.95], [0.98, -0.96, 0.13], [-0.14, -0.03, -0.05], [-0.04, 0.00, -0.01], [0.20, -0.01, -0.12], [-0.09, 0.01, 0.08], [0.05, 0.04, 0.15], [0.03, 0.03, 0.05], [0.03, 0.02, -0.06], [0.01, 0.01, 0.09], [0.01, 0.10, -0.18], [-0.09, -0.03, 0.02], [-0.05, 0.03, 0.06], [0.17, -0.10, 0.08], [-0.08, -0.02, -0.06], [0.06, -0.01, -0.01], [-0.04, -0.01, -0.08]]
}